ORCA calculation (ωB97M-V with the def2-TZVPD basis set) on a 5-piece molecular cluster, C41H31BrFNO10S overall.

Structure (XYZ):
```
86
Properties=species:S:1:pos:R:3:forces:R:3
C 6.70580 -3.61784 0.32821 0.6 0.6 -0.5
C 6.13057 -3.27076 -1.07772 0.0 0.2 0.8
O 6.16042 -4.36708 -1.98006 0.0 0.1 0.0
C 6.77412 -1.98729 -1.68309 -0.7 -0.3 -0.2
C 6.11461 -0.74040 -1.10428 0.8 -1.1 -0.6
C 6.83870 0.05405 -0.24318 0.5 0.6 0.4
C 6.32533 1.22167 0.30389 0.3 -0.4 0.0
C 5.02927 1.53875 -0.02442 -0.3 0.9 0.6
Br 4.22508 3.12336 0.71553 0.3 -0.4 -0.2
C 4.28395 0.74319 -0.86629 -1.7 -0.4 -0.7
C 4.79866 -0.41510 -1.44143 0.8 0.4 0.4
N 4.02599 -1.21041 -2.31762 -0.2 -0.2 0.7
C 2.73423 -1.52051 -1.81880 -0.8 -0.2 0.0
C 2.22583 -2.80641 -1.83194 0.6 -0.6 -0.4
C 0.98064 -3.09211 -1.30228 -0.3 -0.6 0.0
C 0.18280 -2.10885 -0.75729 -0.4 -0.2 -0.2
C -1.17337 -2.45428 -0.15651 -0.1 1.4 1.0
C -1.16282 -1.84476 1.26122 1.8 -0.9 1.0
O -0.25681 -2.03787 2.03273 -1.6 0.5 -0.7
F -2.18979 -1.03590 1.65259 0.3 -0.6 -0.7
C 0.66493 -0.80779 -0.76502 -0.6 0.1 0.2
C 1.90573 -0.54002 -1.28220 1.4 1.1 -0.2
S 2.58139 1.12262 -1.27952 -0.1 0.0 0.1
H 5.97966 -3.43694 1.12766 0.2 -0.2 -0.2
H 7.57194 -2.95745 0.49418 -0.2 -0.2 0.3
H 7.08962 -4.64410 0.37423 -0.4 0.1 0.0
H 5.06832 -3.04164 -0.91007 0.2 -0.3 -0.3
H 7.06584 -4.69244 -2.04698 -0.1 0.0 0.0
H 6.59615 -2.04337 -2.77089 0.1 0.1 0.3
H 7.86412 -1.96714 -1.54452 -0.3 0.0 0.1
H 7.86326 -0.19586 0.03398 -0.2 -0.2 -0.3
H 6.95394 1.79938 0.97433 -0.4 0.1 -0.1
H 4.48875 -2.09520 -2.49163 0.1 0.3 -0.4
H 2.81700 -3.61730 -2.26715 -0.1 0.2 0.2
H 0.62432 -4.12282 -1.30336 0.1 0.2 0.0
H -1.99651 -1.98444 -0.70238 0.2 -0.4 -0.2
H -1.29610 -3.53558 -0.02707 -0.1 0.2 -0.1
H 0.05770 0.00557 -0.36283 0.2 -0.1 0.0
O -2.14590 -1.55658 -2.95352 -0.1 0.0 -0.1
C -3.21054 -1.17840 -3.40060 0.0 0.1 0.0
C -3.90117 -1.92405 -4.48095 -0.1 0.0 -0.1
C -5.06582 -1.50632 -4.96996 0.1 -0.1 0.0
C -5.72206 -0.27822 -4.45352 0.0 0.0 0.0
O -6.78424 0.10084 -4.89901 0.0 0.0 0.0
C -5.02890 0.46460 -3.37346 -0.1 -0.2 0.0
C -3.86554 0.04519 -2.88635 0.0 0.0 0.0
H -3.40681 -2.81660 -4.84332 0.0 0.0 0.0
H -5.58591 -2.03502 -5.75877 0.0 0.0 0.0
H -5.51799 1.35328 -3.01051 0.0 0.0 0.0
H -3.34664 0.57526 -2.09822 0.0 0.0 0.0
O 0.44624 -7.25738 6.21681 0.0 0.0 0.0
C 0.04052 -6.87060 5.14208 0.0 0.0 0.1
C 0.13049 -5.44322 4.75072 0.0 0.0 -0.1
C -0.31782 -5.02131 3.57084 0.0 0.1 0.1
C -0.92412 -5.96029 2.59786 0.0 0.1 0.0
O -1.33134 -5.57520 1.51982 0.0 0.0 0.0
C -1.01508 -7.38805 2.98721 0.0 -0.1 0.0
C -0.56719 -7.81026 4.16652 0.0 0.0 -0.1
H 0.57697 -4.77244 5.47356 0.0 0.0 0.0
H -0.26208 -3.98402 3.26702 0.0 0.0 0.0
H -1.46169 -8.05802 2.26335 0.0 0.0 0.0
H -0.62359 -8.84806 4.46949 0.0 0.0 0.0
O -5.77194 7.46906 -0.08283 0.0 0.0 0.0
C -5.43049 6.47015 -0.67877 0.0 0.0 0.0
C -5.60939 6.35253 -2.14802 0.0 0.0 -0.1
C -5.23566 5.25596 -2.80188 0.0 0.1 0.0
C -4.62420 4.10773 -2.09111 0.1 0.0 0.0
O -4.28061 3.10704 -2.69139 0.1 0.3 0.1
C -4.44610 4.22443 -0.62602 0.0 0.1 0.0
C -4.81858 5.31985 0.03244 -0.1 0.0 0.1
H -6.05656 7.20163 -2.64938 0.0 0.0 0.0
H -5.35757 5.14982 -3.87250 0.0 0.0 0.0
H -3.99832 3.37426 -0.12570 0.0 0.0 0.0
H -4.69257 5.42125 1.10854 -0.1 0.0 -0.4
O 0.32477 8.49630 4.25481 0.0 0.0 0.0
C -0.64170 7.84560 3.92398 0.1 0.1 0.0
C -2.00189 8.18277 4.41159 -0.1 0.0 0.0
C -3.06225 7.46581 4.04900 0.0 0.1 0.1
C -2.92935 6.30209 3.14229 0.0 0.0 0.0
O -3.89945 5.64942 2.81024 0.2 0.0 0.4
C -1.57198 5.96338 2.65380 0.1 0.0 0.0
C -0.51072 6.67930 3.01542 0.0 -0.1 -0.1
H -2.07873 9.03666 5.07240 0.0 0.0 0.0
H -4.06235 7.69511 4.39396 0.0 0.0 0.0
H -1.49612 5.10905 1.99277 0.0 0.0 0.0
H 0.48871 6.44867 2.66921 0.0 0.0 0.0
```
Positions in Å, forces in eV/Å.

Computed properties:
- Total energy: -148576.116 eV
- Structure (SMILES): C[C@H](O)Cc1ccc(Br)c2c1Nc1ccc(CC(=O)F)cc1S2.O=C1C=CC(=O)C=C1.O=C1C=CC(=O)C=C1.O=C1C=CC(=O)C=C1.O=C1C=CC(=O)C=C1
- Kohn-Sham gap: 6.2 eV
- Total charge: 0
- Lowest unoccupied orbital energy: -1.73 eV
- F_max: 2.21 eV/A